(1)
The following is a quantum chemistry calculation of C44H37BrF4N7O4PS3V as an isolated structure, from the Open Molecules 2025 dataset.

Geometry as XYZ:
```
102
Properties=species:S:1:pos:R:3:forces:R:3:lowdin_charge:R:1
V -0.8875 0.6937 -0.6221 0.3 -0.5 0.8 0.7782
F 4.4265 -6.2725 -2.4207 0.0 0.0 0.0 0.1498
C 3.8014 -5.2674 -1.8226 0.0 -0.1 0.0 -0.1353
C 4.4323 -4.5431 -0.8352 0.2 0.0 0.0 -0.1313
F 5.6700 -4.8630 -0.4737 0.0 0.0 0.0 0.1450
C 3.7756 -3.4936 -0.2135 0.1 0.0 0.1 -0.2035
F 4.4669 -2.8893 0.7594 0.0 -0.1 0.0 0.1019
C 2.4840 -3.1114 -0.5507 -0.1 0.0 -0.2 -0.2878
P 1.5146 -1.7388 0.2670 0.2 -0.3 0.1 1.1144
C 2.8820 -0.6984 0.9072 -0.1 0.0 0.0 -0.3823
C 3.7994 -0.1995 -0.0170 0.0 0.1 0.0 -0.1189
C 4.9024 0.5262 0.4002 0.0 0.0 0.1 -0.0732
C 5.0944 0.7768 1.7561 0.0 0.0 -0.1 -0.0876
C 4.1517 0.3398 2.6744 -0.1 0.0 0.0 -0.0714
C 3.0391 -0.3826 2.2522 0.0 0.1 0.0 -0.0900
C 0.9620 -2.7117 1.7162 0.0 0.1 0.0 -0.3514
C 1.8558 -3.2225 2.6588 0.0 -0.1 0.0 -0.0858
C 1.3919 -3.9237 3.7597 0.0 0.0 0.0 -0.0597
C 0.0280 -4.1222 3.9327 0.0 0.0 0.0 -0.0651
C -0.8634 -3.6390 2.9879 0.1 0.0 0.0 -0.0766
C -0.3984 -2.9482 1.8760 0.0 0.1 0.1 -0.0974
C 1.8697 -3.8769 -1.5538 0.0 0.1 0.0 -0.5656
Br 0.1163 -3.4949 -2.1566 0.0 0.0 0.1 0.8475
C 2.5060 -4.9349 -2.1727 0.0 0.0 -0.1 -0.2689
F 1.9048 -5.6546 -3.1185 0.0 0.0 0.0 0.0835
H 3.6753 -0.4053 -1.0760 0.0 0.0 0.0 0.1058
H 5.6217 0.8817 -0.3266 0.0 0.0 0.0 0.1090
H 5.9736 1.3141 2.0889 0.0 0.0 0.0 0.1068
H 4.2818 0.5463 3.7297 0.0 0.0 0.0 0.1109
H 2.3023 -0.7038 2.9771 0.0 0.0 0.0 0.0978
H 2.9207 -3.0639 2.5442 0.0 0.0 0.0 0.1022
H 2.0950 -4.3054 4.4888 0.0 0.0 0.0 0.1096
H -0.3365 -4.6508 4.8043 0.0 0.0 0.0 0.1079
H -1.9255 -3.7834 3.1301 0.1 0.0 0.0 0.0795
H -1.0939 -2.5542 1.1461 0.0 0.1 0.0 0.0708
S -2.4990 2.8556 -7.6485 0.0 0.0 -0.1 1.0544
N -3.2288 3.1993 -6.2529 0.1 0.0 0.0 -0.2040
C -2.5419 2.5799 -5.3075 -0.1 0.1 0.3 -0.2943
C -2.8478 2.6105 -3.8827 -0.1 0.1 -0.4 -0.0594
C -3.9079 3.3268 -3.3286 0.0 0.0 -0.1 0.0421
C -4.0973 3.2769 -1.9686 -0.1 0.0 0.1 0.0021
C -3.2290 2.5202 -1.1903 0.1 0.0 0.0 -0.0952
N -2.2184 1.8325 -1.7085 -0.4 0.5 -0.6 -0.0331
C -2.0258 1.8805 -3.0390 0.3 -0.3 0.0 -0.1420
C -0.8834 1.1155 -3.5537 -0.2 0.1 0.5 -0.1294
N -0.1562 0.4479 -2.6281 -0.1 0.2 -0.6 0.0147
C 0.9095 -0.2312 -3.0389 -0.1 0.1 0.2 -0.1162
C 1.2880 -0.2979 -4.3751 0.1 -0.1 0.0 -0.0038
C 0.5419 0.3660 -5.3185 0.0 0.0 -0.1 0.0439
C -0.5710 1.0970 -4.9021 -0.1 0.1 -0.3 -0.0620
C -1.4397 1.8438 -5.8025 0.3 -0.1 0.1 -0.2955
N -1.3016 1.9180 -7.1154 -0.1 0.0 0.0 -0.2036
H -4.5528 3.9103 -3.9730 0.0 0.0 0.0 0.1306
H -4.8998 3.8218 -1.4923 0.0 0.0 0.0 0.1210
H -3.3205 2.4875 -0.1147 0.0 0.0 0.0 0.1113
H 1.4790 -0.7307 -2.2682 0.0 0.0 0.0 0.0608
H 2.1576 -0.8767 -4.6522 0.0 0.0 0.0 0.1227
H 0.7982 0.3388 -6.3700 0.0 0.0 0.0 0.1313
C 3.6022 6.4349 3.4329 0.0 0.0 -0.1 -0.0380
C 2.8331 5.5675 2.4732 0.0 0.0 0.1 -0.2483
C 1.7034 6.0622 1.8189 0.0 0.0 0.0 -0.0206
C 0.9578 5.2619 0.9749 0.1 0.0 0.0 -0.0352
C 1.3596 3.9443 0.7818 0.4 0.0 0.2 -0.3080
C 2.4915 3.4286 1.3972 0.0 0.1 0.0 -0.0331
C 3.2247 4.2524 2.2358 0.0 0.0 0.0 -0.0129
S 0.3520 2.9143 -0.1730 -0.2 0.2 -0.3 0.6184
O -0.0036 3.5874 -1.3968 0.1 0.0 0.1 -0.2679
O 1.0487 1.5982 -0.3841 -0.3 0.2 -0.1 -0.3703
N -0.9632 2.5123 0.6250 0.1 -0.2 0.2 -0.2341
C -0.7509 2.1235 2.0410 0.0 0.1 -0.5 -0.1330
C -0.6223 0.6204 2.1851 -0.2 0.1 -0.7 -0.5751
O -0.1891 0.0765 3.1605 0.0 -0.2 0.2 0.1185
O -1.0711 -0.0145 1.0909 0.2 -0.3 0.9 -0.2632
H 2.9703 7.2178 3.8493 0.0 0.0 0.0 0.0807
H 4.4417 6.9190 2.9289 0.0 0.0 0.0 0.0914
H 4.0071 5.8434 4.2530 0.0 0.0 0.0 0.0826
H 1.4003 7.0889 1.9842 0.0 0.0 0.0 0.1202
H 0.0783 5.6444 0.4730 0.0 0.0 0.0 0.1229
H 2.7835 2.4021 1.2248 0.0 -0.1 0.0 0.0943
H 4.1056 3.8574 2.7284 0.0 0.0 0.0 0.1178
H -1.6177 2.4385 2.6232 0.0 0.1 0.0 0.1289
H 0.1306 2.5876 2.4823 0.0 0.1 0.1 0.1191
C -4.3390 0.4199 1.7773 0.0 0.0 0.0 -0.0576
C -4.7993 -0.2102 0.4740 0.0 -0.1 0.0 -0.2218
N -4.4081 -1.6143 0.3668 0.1 0.1 0.0 0.0452
C -3.4443 -2.1086 -0.4052 0.0 0.0 0.1 -0.7135
S -2.4476 -1.1622 -1.4474 -0.1 -0.1 -0.1 0.7279
N -3.3034 -3.4341 -0.4619 0.0 0.0 0.0 0.0096
C -4.2081 -4.4253 0.1201 0.1 0.0 0.0 -0.2083
C -3.9291 -4.7315 1.5843 0.0 0.0 0.0 -0.0757
H -4.7182 1.4409 1.8550 0.0 0.0 0.0 0.0833
H -3.2521 0.4355 1.8268 0.0 0.0 0.0 0.0513
H -4.7136 -0.1361 2.6385 0.0 0.0 0.0 0.0846
H -4.3713 0.2957 -0.3872 0.0 0.0 0.0 0.0619
H -5.8854 -0.1669 0.3867 0.0 0.0 0.0 0.1252
H -4.9218 -2.2648 0.9404 0.0 0.0 0.0 0.1284
H -2.5233 -3.7591 -1.0117 0.0 0.0 0.0 0.0712
H -4.0914 -5.3298 -0.4729 0.0 0.0 0.0 0.1260
H -5.2355 -4.0841 -0.0274 0.0 0.0 0.0 0.1202
H -2.8924 -5.0390 1.7153 -0.1 0.0 0.0 0.0668
H -4.5739 -5.5426 1.9224 0.0 0.0 0.0 0.0861
H -4.1081 -3.8683 2.2293 0.0 0.0 0.0 0.0690
```
Forces are in eV/Å.

Total charge: +1
Spin multiplicity: 3
Orbital gap (alpha / beta) (eV): 7.36 / 7.27
Electronic energy (eV): -213242.6390
Strongest force on any atom (eV/Å): 0.99
LUMO energy (alpha / beta) (eV): -3.1 / -3.3


(2)
The following is a quantum chemistry calculation of C44H37F3GeN3O7Tc as an isolated structure in a non-equilibrium geometry, from the Open Molecules 2025 dataset.

Geometry as XYZ:
```
96
Properties=species:S:1:pos:R:3:forces:R:3:lowdin_charge:R:1
Tc 0.8218 -2.4799 -0.5011 -0.1 5.1 -0.6 1.5227
C -3.4336 1.3156 5.2649 -0.3 0.1 0.1 -0.0706
O -2.2729 0.8800 4.5972 0.5 0.0 -0.2 -0.0921
C -1.1295 1.6293 4.6804 0.0 -0.1 0.0 -0.2115
C -0.9698 2.7630 5.4575 -0.1 -0.2 -0.1 -0.0173
C 0.2397 3.4452 5.4473 0.1 0.0 0.0 -0.0875
C 1.2781 3.0040 4.6528 0.0 0.1 0.1 -0.0894
C 1.1249 1.8790 3.8559 -0.2 -0.1 0.0 -0.0297
C -0.0675 1.1721 3.8702 0.0 0.1 0.1 -0.1603
N -0.3459 0.0508 3.0881 -0.5 -0.3 0.1 0.1606
C 0.4544 -0.6096 2.1952 0.0 -0.2 0.0 -0.3112
N 1.7235 -0.7910 2.5795 0.0 0.4 0.4 0.1625
C 2.6325 -1.7173 2.0701 0.2 -0.1 0.0 -0.1530
C 2.5260 -2.3544 0.8356 -0.4 -0.3 -0.5 -0.1094
C 3.4681 -3.3479 0.5887 0.2 -0.2 -0.1 -0.1093
C 4.4983 -3.6447 1.4623 -0.1 0.0 0.0 -0.0675
C 4.6176 -2.9716 2.6631 -0.1 0.1 0.1 -0.0090
C 3.6698 -2.0199 2.9788 0.0 0.1 -0.3 -0.2128
O 3.6134 -1.3753 4.2047 -0.3 -0.3 -0.3 -0.1218
C 4.7838 -0.7265 4.6594 0.2 0.2 0.1 -0.0642
N -0.0221 -1.0957 1.0800 0.4 -0.5 -0.3 0.0496
C -1.3273 -0.6698 0.7225 -0.4 0.3 0.1 -0.2402
C -2.3400 -1.5863 0.4832 0.1 0.0 0.1 -0.0108
C -3.6328 -1.1684 0.2231 -0.2 0.1 0.0 -0.0737
C -3.9251 0.1800 0.1978 0.0 -0.2 0.1 -0.0838
C -2.9257 1.1160 0.4026 0.1 0.2 0.1 -0.0167
C -1.6220 0.7106 0.6483 0.1 -0.1 0.0 -0.2414
O -0.5865 1.5617 0.8878 -0.1 -0.5 -0.2 -0.0973
C -0.8933 2.9145 1.1202 0.0 0.4 0.0 -0.0622
H -4.1966 0.5764 5.0227 0.0 0.1 0.1 0.0983
H -3.7534 2.3011 4.9110 0.0 0.0 0.0 0.0991
H -3.2982 1.3469 6.3502 0.1 0.0 -0.1 0.0974
H -1.7724 3.1170 6.0847 -0.1 0.0 0.0 0.1068
H 0.3587 4.3240 6.0618 0.0 0.1 0.1 0.1034
H 2.2189 3.5326 4.6446 0.1 0.1 0.0 0.1034
H 1.9221 1.5802 3.1956 0.1 0.0 -0.1 0.1124
H -1.3427 -0.0851 2.9588 0.2 -0.1 -0.1 0.1469
H 1.9523 -0.5320 3.5366 -0.2 -0.1 -0.2 0.1389
H 3.4174 -3.9582 -0.2955 -0.1 0.1 -0.1 0.0910
H 5.1935 -4.4256 1.2007 0.1 -0.1 0.0 0.1085
H 5.4090 -3.2189 3.3520 0.1 0.0 0.1 0.1143
H 5.6449 -1.3966 4.6668 0.0 0.0 0.0 0.0824
H 4.5676 -0.4064 5.6792 0.1 0.0 -0.1 0.0954
H 5.0084 0.1466 4.0359 0.0 -0.1 0.0 0.0991
H -2.1139 -2.6389 0.5363 0.1 -0.1 0.1 0.1080
H -4.4126 -1.8942 0.0589 -0.1 -0.1 0.0 0.1121
H -4.9386 0.5080 0.0362 -0.1 0.1 -0.1 0.1101
H -3.1724 2.1642 0.3771 0.0 0.2 0.0 0.1118
H 0.0328 3.3827 1.4462 0.0 0.0 -0.1 0.0980
H -1.6414 3.0210 1.9122 0.0 0.0 0.0 0.1018
H -1.2464 3.3977 0.2074 0.0 0.1 0.0 0.0829
O -0.7681 -5.9047 0.9082 0.1 0.6 0.0 0.1201
C -0.3616 -4.9627 0.2747 -0.6 -2.7 -1.7 -0.5497
O -0.0288 -3.8077 0.6894 0.0 1.7 1.4 -0.1657
C -0.1220 -5.0506 -1.3002 -1.1 -2.1 1.7 -0.5201
O -0.4364 -6.0083 -1.9554 0.2 0.6 0.0 0.1347
O 0.4562 -3.9756 -1.7029 0.9 1.6 -1.5 -0.1616
F 1.8599 -1.9908 -3.2719 -0.5 0.0 -0.1 0.0460
C 2.3449 -2.2237 -2.0297 0.7 0.0 -0.3 -0.6492
F 3.2489 -1.2330 -1.8301 0.0 0.1 0.3 0.0557
F 3.0897 -3.3360 -2.2198 0.0 -0.3 0.2 0.0568
C 0.4580 -0.9444 -1.4613 1.2 -4.6 2.3 -0.1198
Ge -0.3183 0.3049 -2.7038 -0.8 1.0 -1.1 0.9975
C 0.3585 0.1326 -4.5612 -0.1 -0.1 0.8 -0.2639
C 1.6694 0.4732 -4.8627 0.0 0.1 0.1 -0.1113
C 2.1236 0.3940 -6.1661 0.2 0.1 0.0 -0.0789
C 1.2647 0.0053 -7.1808 -0.1 0.0 -0.1 -0.0845
C -0.0443 -0.3339 -6.8838 0.0 0.0 -0.2 -0.0798
C -0.4897 -0.2820 -5.5750 -0.3 0.0 0.2 -0.0962
C 0.2007 2.1267 -2.1094 -0.3 -0.8 -0.1 -0.2693
C 1.4160 2.2765 -1.4532 0.0 -0.2 0.0 -0.1132
C 1.8812 3.5384 -1.1305 0.1 0.1 0.1 -0.0798
C 1.1273 4.6611 -1.4336 0.0 0.0 0.0 -0.0882
C -0.0872 4.5182 -2.0804 0.0 0.1 -0.1 -0.0938
C -0.5386 3.2579 -2.4302 -0.2 -0.2 -0.1 -0.1108
C -2.2253 -0.2299 -2.7956 0.7 0.3 0.1 -0.2840
C -2.5004 -1.5813 -2.9709 0.2 0.0 0.0 -0.1152
C -3.7943 -1.9988 -3.2305 -0.1 -0.2 0.0 -0.0733
C -4.8249 -1.0755 -3.3098 0.0 0.0 0.0 -0.0818
C -4.5614 0.2663 -3.1043 -0.1 0.1 -0.1 -0.0904
C -3.2665 0.6837 -2.8563 0.1 0.1 0.0 -0.1176
H 2.3345 0.7908 -4.0715 0.1 0.0 0.0 0.1009
H 3.1512 0.6376 -6.3956 0.1 0.0 0.0 0.1042
H 1.6126 -0.0330 -8.2032 0.0 0.0 0.0 0.1023
H -0.7200 -0.6369 -7.6709 0.0 0.0 0.0 0.1035
H -1.5066 -0.5630 -5.3378 -0.1 0.0 -0.1 0.0926
H 1.9876 1.3943 -1.1878 0.1 0.0 0.0 0.0975
H 2.8424 3.6525 -0.6533 0.1 0.0 0.1 0.1050
H 1.4857 5.6454 -1.1725 0.1 0.1 0.0 0.1031
H -0.6784 5.3875 -2.3278 0.0 0.1 0.0 0.1049
H -1.4781 3.1525 -2.9553 0.0 0.1 -0.1 0.0903
H -1.6903 -2.3023 -2.9262 0.0 -0.1 0.0 0.1042
H -4.0044 -3.0483 -3.3754 0.0 -0.1 0.0 0.1095
H -5.8304 -1.4003 -3.5329 -0.1 -0.1 0.0 0.1035
H -5.3636 0.9887 -3.1443 -0.1 0.1 0.0 0.1052
H -3.0687 1.7333 -2.7000 0.0 0.1 0.0 0.0860
```
Forces are in eV/Å.

Orbital gap (alpha / beta) (eV): 7.05 / 7.05
ΔE to the lowest compared entry with this formula, charge and spin (kcal per mole): 8.0
Electronic energy (eV): -131895.5571
Strongest force on any atom (eV/Å): 5.28
LUMO energy (alpha / beta) (eV): -1.3 / -1.3


(3)
The following is a quantum chemistry calculation of C44H37N4OPS2Se2Tl as an isolated structure in a non-equilibrium geometry, from the Open Molecules 2025 dataset.

Geometry as XYZ:
```
92
Properties=species:S:1:pos:R:3:forces:R:3:lowdin_charge:R:1
Tl -0.5834 0.3057 0.1372 2.1 1.1 0.2 0.8344
C 4.0831 -0.8260 -0.9079 -0.1 0.1 0.0 -0.0085
C 2.7050 -0.2350 -1.1078 0.1 0.1 0.1 -0.2331
N 1.9804 0.1290 -0.0666 -0.9 0.0 -0.3 -0.0287
N 2.5943 -0.0209 1.1171 0.4 0.4 0.9 -0.0507
C 2.0039 0.1373 2.2513 0.7 -0.4 -0.7 -1.0979
S 0.3546 0.2538 2.6924 -0.7 0.1 -1.2 0.6505
S 3.0609 0.1178 3.6852 -0.3 -0.2 0.0 0.9170
C 3.1426 -1.7071 3.9505 0.2 0.2 -0.1 -0.3789
C 4.3282 -2.3419 3.2714 0.0 0.2 0.0 -0.2919
C 4.1522 -3.1909 2.1853 0.0 0.0 0.0 -0.0563
C 5.2524 -3.7269 1.5226 -0.1 0.0 0.0 -0.0838
C 6.5366 -3.4050 1.9324 0.0 0.1 0.0 -0.0827
C 6.7220 -2.5574 3.0226 -0.1 0.0 0.0 -0.0709
C 5.6243 -2.0343 3.6882 0.0 0.0 0.0 -0.0522
C 2.2322 -0.0587 -2.4619 -0.7 0.2 -0.1 -0.1098
C 3.1360 -0.2990 -3.5238 0.0 -0.1 -0.3 -0.0438
C 2.7470 -0.2974 -4.8357 -0.2 0.0 -0.2 -0.0691
C 1.3840 -0.0998 -5.1759 0.6 -0.2 -0.1 -0.0652
C 0.4781 0.1647 -4.2023 -0.1 0.2 0.6 -0.0219
C 0.8745 0.3143 -2.8279 1.3 -0.6 -0.7 -0.3789
O 0.0398 0.8373 -2.0303 -1.4 0.2 1.6 -0.1503
H 4.2284 -1.0945 0.1289 0.0 -0.1 0.1 0.0547
H 4.8496 -0.0936 -1.1767 0.0 -0.1 0.0 0.1047
H 4.2129 -1.7103 -1.5315 0.0 0.1 0.0 0.0901
H 2.1980 -2.1000 3.5808 0.0 -0.1 0.1 0.0447
H 3.1811 -1.8144 5.0336 0.0 -0.1 0.0 0.0855
H 3.1481 -3.4373 1.8539 0.1 0.0 0.0 0.0678
H 5.1040 -4.3872 0.6740 0.0 0.0 0.1 0.0985
H 7.3946 -3.8059 1.4049 -0.1 0.0 0.1 0.1048
H 7.7233 -2.2965 3.3447 -0.1 0.0 0.0 0.1070
H 5.7683 -1.3680 4.5347 0.0 0.0 -0.1 0.1155
H 4.1772 -0.4832 -3.3017 0.0 0.0 0.0 0.1043
H 3.4750 -0.4698 -5.6170 0.0 0.0 0.0 0.1051
H 1.0725 -0.1530 -6.2130 0.0 0.0 0.0 0.1118
H -0.5647 0.3572 -4.4248 0.0 0.0 0.0 0.1205
Se -1.8551 2.7704 1.8570 -0.2 0.3 0.2 0.6614
Se -3.4560 3.3627 0.2951 -0.2 -0.1 0.0 0.7495
C -3.8498 1.6156 -0.4163 0.2 0.3 0.2 -0.6341
C -5.1813 1.3484 -0.7120 0.2 -0.1 -0.1 -0.0862
C -5.5026 0.1076 -1.2385 0.0 0.1 0.0 -0.0239
C -4.4922 -0.8177 -1.4468 -0.1 0.0 -0.1 -0.0202
C -3.1964 -0.4610 -1.1275 -0.2 -0.1 -0.2 -0.1302
N -2.8725 0.7363 -0.6181 -0.1 -0.5 0.0 -0.0405
C -0.3993 3.6109 0.9221 0.2 -0.2 0.0 -0.6653
C -0.1502 4.9662 1.0479 0.0 0.0 0.0 -0.0814
C 0.8788 5.5044 0.2859 0.0 0.0 0.0 -0.0324
C 1.6112 4.6704 -0.5446 0.0 0.1 0.0 -0.0226
C 1.2957 3.3222 -0.5863 0.0 -0.2 0.0 -0.0917
N 0.3068 2.8001 0.1400 -0.2 0.0 0.0 -0.0140
H -5.9363 2.0959 -0.5109 0.0 0.0 0.0 0.1084
H -6.5321 -0.1321 -1.4763 0.1 0.0 0.0 0.1237
H -4.7019 -1.8041 -1.8407 0.1 0.1 0.0 0.1038
H -2.3777 -1.1531 -1.2893 -0.1 0.0 -0.1 0.0585
H -0.7552 5.5751 1.7034 0.0 0.0 0.0 0.1111
H 1.0944 6.5642 0.3389 0.0 0.0 0.0 0.1200
H 2.4189 5.0538 -1.1540 0.0 0.0 0.0 0.1168
H 1.8379 2.6324 -1.2229 -0.1 0.0 0.0 0.1109
C 1.2924 -7.6411 -0.1689 0.0 0.0 0.1 -0.0754
C 0.1378 -7.2518 0.5052 0.0 0.1 0.0 -0.0654
C -0.0846 -5.9130 0.7895 0.1 -0.1 0.0 -0.0889
C 0.8409 -4.9459 0.3940 0.2 0.1 -0.1 -0.3698
C 1.9941 -5.3449 -0.2753 0.0 0.0 0.0 -0.1074
C 2.2235 -6.6893 -0.5504 0.0 0.0 0.0 -0.0762
P 0.5463 -3.1297 0.5930 -0.5 -0.7 0.0 1.0979
C -0.7790 -3.0636 -0.7019 0.1 0.0 0.1 -0.3927
C -2.0635 -3.5976 -0.5609 -0.1 0.0 -0.2 -0.0983
C -2.8882 -3.7477 -1.6679 0.1 -0.1 0.2 -0.0902
C -2.4537 -3.3527 -2.9290 0.1 0.0 0.0 -0.0734
C -1.1863 -2.8086 -3.0799 0.0 0.0 -0.1 -0.0584
C -0.3537 -2.6726 -1.9734 0.0 0.0 0.0 -0.1128
C -0.3882 -3.1719 2.1735 0.0 0.3 0.0 -0.4170
C -1.5691 -2.4629 2.3913 0.0 -0.1 0.2 -0.1699
C -2.1385 -2.4007 3.6587 0.0 0.0 -0.1 -0.0790
C -1.5119 -3.0124 4.7353 0.0 0.0 0.0 -0.0714
C -0.3230 -3.7031 4.5361 0.0 0.0 -0.1 -0.0630
C 0.2304 -3.7842 3.2652 -0.1 -0.1 0.0 -0.1199
H 1.4669 -8.6873 -0.3880 0.0 0.0 0.0 0.1075
H -0.5897 -7.9952 0.8076 0.0 0.0 0.0 0.1080
H -0.9806 -5.6225 1.3248 0.0 0.0 0.0 0.1043
H 2.7190 -4.5971 -0.5844 0.0 0.0 0.0 0.0905
H 3.1270 -6.9940 -1.0650 0.0 0.0 0.0 0.1066
H -2.4165 -3.9218 0.4090 0.0 0.0 0.0 0.1033
H -3.8681 -4.1971 -1.5436 0.1 0.0 0.0 0.1153
H -3.0947 -3.4866 -3.7919 0.0 0.0 0.0 0.1140
H -0.8358 -2.5172 -4.0639 0.0 0.0 0.1 0.1097
H 0.6615 -2.3068 -2.0994 -0.1 0.1 -0.1 0.0969
H -2.0607 -1.9470 1.5742 0.0 0.0 0.0 0.0715
H -3.0692 -1.8636 3.8067 0.1 0.0 0.0 0.1097
H -1.9474 -2.9456 5.7254 0.0 0.0 -0.1 0.1088
H 0.1792 -4.1737 5.3729 0.0 0.0 0.0 0.1121
H 1.1518 -4.3399 3.1151 0.0 0.0 0.0 0.1088
```
Forces are in eV/Å.

Total charge: +1
Orbital gap (alpha / beta) (eV): 5.16 / 5.16
ΔE to the lowest compared entry with this formula, charge and spin (kcal per mole): 38.0
Electronic energy (eV): -220574.9903
Strongest force on any atom (eV/Å): 2.36
LUMO energy (alpha / beta) (eV): -4.9 / -4.9